# 1
This record from the OMol25 dataset describes an isolated molecule of C8H8N2O2 at a distorted geometry. The level of theory is the ωB97M-V functional and the def2-TZVPD basis.

Values from the calculation:
LUMO level	0.022	Ha
structure (SMILES)	C=C1NC=C[C@]1(C=O)CC#[N+][O-]
DFT total energy	-569.44792	a.u.
strongest force on any atom	4.3	eV Å⁻¹
gap between HOMO and LUMO	8.99	eV
energy relative to the best compared isomer or geometry (same formula, charge and spin)	514.1	kJ/mol
HOMO energy	-8.384	eV

```
! RIJCOSX wB97M-V def2-TZVPD def2/J DEFGRID3
* xyz 0 1
C 2.188 0.666 -1.061
C 1.306 0.015 -0.278
N 1.523 -1.298 0.152
C 0.506 -1.743 0.964
C -0.462 -0.856 1.080
C -0.050 0.334 0.231
C 0.348 1.534 1.051
O -0.039 2.659 0.980
C -0.978 0.561 -1.021
C -2.338 0.156 -0.684
N -3.301 -0.343 -0.286
O -4.415 -0.707 -0.129
H 3.136 0.379 -1.309
H 2.006 1.571 -1.480
H 2.069 -1.992 -0.256
H 0.434 -2.727 1.501
H -1.260 -0.923 1.724
H 1.123 1.136 1.794
H -1.062 1.695 -1.208
H -0.733 -0.116 -1.763
*
```

# 2
This record from the OMol25 dataset describes a cluster of 2 separate species, C8H8N2O2 in total at a distorted geometry. The level of theory is the ωB97M-V functional and the def2-TZVPD basis.

Values from the calculation:
LUMO level	-0.036	Ha
structure (SMILES)	O=[N+]([O-])c1ccccc1.CC#N
DFT total energy	-569.46621	a.u.
strongest force on any atom	6.4	eV Å⁻¹
gap between HOMO and LUMO	9.38	eV
energy relative to the best compared isomer or geometry (same formula, charge and spin)	466.1	kJ/mol
HOMO energy	-10.360	eV

```
! RIJCOSX wB97M-V def2-TZVPD def2/J DEFGRID3
* xyz 0 1
O 0.758 1.312 -1.179
N 0.498 0.187 -0.736
O 1.307 -0.716 -0.768
C -0.759 -0.087 -0.067
C -1.923 0.545 -0.471
C -3.122 0.348 0.230
C -3.147 -0.344 1.416
C -2.018 -1.116 1.752
C -0.891 -1.002 0.982
H -1.776 1.191 -1.324
H -3.949 0.941 -0.133
H -4.053 -0.300 2.001
H -1.958 -1.796 2.589
H -0.018 -1.599 1.203
C 3.305 0.408 -0.469
C 3.914 0.394 -1.860
N 4.405 0.353 -2.862
H 3.686 1.201 0.174
H 3.506 -0.533 0.043
H 2.235 0.613 -0.521
*
```

# 3
This record from the OMol25 dataset describes a structure of composition C8H8N2O2S at a distorted geometry. The level of theory is the ωB97M-V functional and the def2-TZVPD basis.

Values from the calculation:
LUMO level	0.016	Ha
DFT total energy	-967.71003	a.u.
strongest force on any atom	4.8	eV Å⁻¹
gap between HOMO and LUMO	10.38	eV
energy relative to the best compared isomer or geometry (same formula, charge and spin)	277.8	kJ/mol
HOMO energy	-9.950	eV

```
! RIJCOSX wB97M-V def2-TZVPD def2/J DEFGRID3
* xyz 0 1
C 1.933 -1.662 0.769
C -2.836 0.215 -0.429
C -2.124 1.217 0.137
C -2.290 -1.080 -0.353
C -0.902 1.015 0.792
C -1.042 -1.370 0.126
C -0.455 -0.294 0.763
C 1.459 -0.388 1.164
N 2.103 -2.712 0.353
N 1.532 0.370 -1.476
O 1.922 2.110 0.242
O 3.702 0.515 0.055
S 2.268 0.765 -0.003
H -3.857 0.226 -0.972
H -2.517 2.188 0.039
H -2.915 -1.915 -0.757
H -0.569 1.796 1.414
H -0.408 -2.278 -0.032
H 1.653 -0.011 2.191
H 1.927 -0.133 -2.277
H 1.417 1.427 -1.745
*
```

# 4
This record from the OMol25 dataset describes a cluster of 2 separate species, C8H8N4O4 in total at a distorted geometry. The level of theory is the ωB97M-V functional and the def2-TZVPD basis.

Values from the calculation:
LUMO level	0.016	Ha
structure (SMILES)	O=c1cc[nH]c(=O)[nH]1.O=c1cc[nH]c(=O)[nH]1
DFT total energy	-829.74022	a.u.
strongest force on any atom	3.4	eV Å⁻¹
gap between HOMO and LUMO	9.94	eV
energy relative to the best compared isomer or geometry (same formula, charge and spin)	52.9	kJ/mol
HOMO energy	-9.500	eV

```
! RIJCOSX wB97M-V def2-TZVPD def2/J DEFGRID3
* xyz 0 1
O 0.801 1.533 -0.017
C 1.830 0.845 -0.033
C 3.198 1.385 0.049
C 4.200 0.515 -0.053
N 4.090 -0.838 -0.104
C 2.833 -1.447 -0.008
O 2.651 -2.637 0.124
N 1.819 -0.548 0.008
H 3.275 2.482 0.151
H 5.183 0.906 -0.182
H 4.896 -1.473 -0.173
H 0.912 -1.008 0.204
O -5.305 -1.268 -0.028
C -4.282 -0.587 -0.019
C -4.172 0.808 0.009
C -2.941 1.316 0.005
N -1.730 0.659 0.010
C -1.752 -0.721 -0.015
O -0.755 -1.442 -0.037
N -3.044 -1.266 -0.083
H -5.026 1.535 0.106
H -2.799 2.385 0.140
H -0.854 1.138 -0.066
H -3.029 -2.273 0.011
*
```

# 5
This record from the OMol25 dataset describes a cluster of 2 separate species, C8H8N4O4 in total at a distorted geometry. The level of theory is the ωB97M-V functional and the def2-TZVPD basis.

Values from the calculation:
LUMO level	-0.006	Ha
structure (SMILES)	O=c1cc[nH]c(=O)[nH]1.O=c1cc[nH]c(=O)[nH]1
DFT total energy	-829.66382	a.u.
strongest force on any atom	5.1	eV Å⁻¹
gap between HOMO and LUMO	9.04	eV
energy relative to the best compared isomer or geometry (same formula, charge and spin)	253.5	kJ/mol
HOMO energy	-9.209	eV

```
! RIJCOSX wB97M-V def2-TZVPD def2/J DEFGRID3
* xyz 0 1
O 2.187 1.626 -0.697
C 1.791 0.428 -0.630
C 1.207 -0.396 -1.606
C 0.660 -1.570 -1.297
N 0.601 -1.993 -0.074
C 1.060 -1.280 1.004
O 1.070 -1.750 2.088
N 1.846 -0.182 0.606
H 0.964 0.009 -2.669
H 0.261 -2.262 -2.019
H -0.067 -2.753 0.273
H 2.284 0.446 1.335
O -2.567 -1.510 -0.098
C -2.039 -0.410 0.083
C -2.052 0.728 -0.779
C -1.143 1.832 -0.605
N -0.313 1.931 0.531
C -0.436 0.978 1.564
O 0.220 1.215 2.566
N -1.355 -0.080 1.247
H -2.526 0.756 -1.768
H -0.983 2.644 -1.268
H 0.711 2.493 0.368
H -1.382 -0.898 1.843
*
```

# 6
This record from the OMol25 dataset describes an isolated molecule of C8H8N4O4S at a distorted geometry. The level of theory is the ωB97M-V functional and the def2-TZVPD basis.

Values from the calculation:
LUMO level	-0.013	Ha
structure (SMILES)	O=C(O)CCSc1[nH]c(=O)nc2[nH]c(=O)[nH]c12
DFT total energy	-1227.79851	a.u.
strongest force on any atom	5.7	eV Å⁻¹
gap between HOMO and LUMO	8.34	eV
HOMO energy	-8.710	eV

```
! RIJCOSX wB97M-V def2-TZVPD def2/J DEFGRID3
* xyz 0 1
O 0.360 -2.192 -0.721
C 1.192 -1.587 -1.413
O 2.480 -1.527 -1.025
C 0.748 -0.940 -2.720
C -0.530 -0.093 -2.654
S -0.368 1.539 -1.774
C -0.911 1.173 -0.112
N -2.241 1.022 0.262
C -2.576 0.643 1.519
O -3.653 0.274 1.809
N -1.732 0.523 2.570
C -0.512 0.667 2.207
N 0.402 0.688 3.260
C 1.545 0.497 2.479
O 2.495 -0.266 2.576
N 1.399 0.736 1.169
C 0.045 0.926 0.871
H 2.397 -1.660 -0.040
H 1.546 -0.275 -3.031
H 0.606 -1.655 -3.517
H -1.408 -0.648 -2.198
H -0.826 0.126 -3.722
H -2.860 1.623 -0.215
H 0.322 0.021 3.938
H 2.078 0.385 0.484
*
```

# 7
This record from the OMol25 dataset describes the ion C8H8N5O with charge +1 at a distorted geometry. The level of theory is the ωB97M-V functional and the def2-TZVPD basis.

Values from the calculation:
LUMO level	-0.147	Ha
structure (SMILES)	COc1ccn2c3nccnc3[nH][n+]12
DFT total energy	-658.32139	a.u.
strongest force on any atom	4.1	eV Å⁻¹
gap between HOMO and LUMO	8.44	eV
energy relative to the best compared isomer or geometry (same formula, charge and spin)	0.0	kJ/mol
HOMO energy	-12.434	eV

```
! RIJCOSX wB97M-V def2-TZVPD def2/J DEFGRID3
* xyz 1 1
C 3.961 0.939 -0.078
O 2.539 0.974 0.016
C 1.749 -0.051 0.109
C 1.810 -1.463 0.111
C 0.524 -1.965 0.021
N -0.303 -0.895 -0.009
C -1.676 -0.531 0.057
N -2.718 -1.342 0.075
C -3.844 -0.669 0.010
C -3.913 0.734 -0.074
N -2.827 1.490 0.007
C -1.697 0.847 0.076
N -0.386 1.341 0.031
N 0.432 0.263 -0.002
H 4.259 1.704 0.608
H 4.392 1.262 -1.006
H 4.429 0.044 0.203
H 2.711 -2.093 0.018
H 0.210 -2.895 0.260
H -4.660 -1.275 -0.025
H -4.805 1.357 -0.184
H -0.187 2.225 -0.223
*
```

# 8
This record from the OMol25 dataset describes a structure of composition C8H8N6O7Ru. The level of theory is the ωB97M-V functional and the def2-TZVPD basis.

Values from the calculation:
LUMO level (alpha / beta)	-0.156 / -0.202	Ha
<S²>	8.7586
DFT total energy	-1259.40277	a.u.
strongest force on any atom	0.3	eV Å⁻¹
gap between HOMO and LUMO (alpha / beta)	7.72 / 7.64	eV
HOMO energy (alpha / beta)	-11.967 / -13.142	eV

```
! RIJCOSX wB97M-V def2-TZVPD def2/J DEFGRID3
* xyz 1 6
Ru 0.019 -0.682 -0.532
O 0.083 5.529 -1.008
C 0.010 4.207 -0.863
C -1.203 3.511 -0.789
C -1.151 2.143 -0.662
N 0.012 1.504 -0.614
C 1.174 2.149 -0.669
C 1.230 3.512 -0.797
C 2.362 1.208 -0.557
O 3.490 1.609 -0.543
O 1.993 -0.064 -0.473
C -2.332 1.207 -0.552
O -3.461 1.614 -0.523
O -1.966 -0.063 -0.454
H -0.792 5.932 -1.069
H -2.163 4.010 -0.828
H 2.177 4.030 -0.843
N 0.033 -1.311 1.959
N 0.051 -2.702 2.155
C 0.046 -3.519 1.081
N 0.052 -4.829 1.228
N 0.037 -2.854 -0.070
N 0.034 -3.427 -1.298
O 0.013 -2.556 -2.178
O 0.038 -4.615 -1.482
H 0.861 -0.892 2.374
H -0.805 -0.911 2.373
H 0.038 -3.069 3.095
H 0.064 -5.260 2.138
H 0.055 -5.410 0.400
*
```

# 9
This record from the OMol25 dataset describes the ion C8H8NO3S with charge -1 at a distorted geometry. The level of theory is the ωB97M-V functional and the def2-TZVPD basis.

Values from the calculation:
LUMO level (alpha / beta)	0.106 / 0.113	Ha
DFT total energy	-988.20292	a.u.
strongest force on any atom	4.4	eV Å⁻¹
gap between HOMO and LUMO (alpha / beta)	5.94 / 6.99	eV
energy relative to the best compared isomer or geometry (same formula, charge and spin)	322.9	kJ/mol
HOMO energy (alpha / beta)	-3.051 / -3.917	eV

```
! RIJCOSX wB97M-V def2-TZVPD def2/J DEFGRID3
* xyz -1 1
C -1.670 1.942 -0.117
C -2.171 -1.525 0.132
C -0.538 2.670 0.663
C 0.242 -1.153 -0.901
C 0.137 1.242 0.670
C -1.223 -0.474 -0.399
C 1.636 -0.611 -0.834
C 2.701 -1.550 -0.229
N -0.992 0.724 0.021
O -2.006 -1.406 1.391
O -2.758 2.287 -0.479
O -2.809 -2.342 -0.527
S 1.649 1.092 -0.373
H -0.006 3.495 0.129
H -0.962 3.205 1.500
H 0.012 -2.133 -0.511
H -0.320 -0.893 -1.788
H 0.241 0.819 1.646
H 3.729 -1.164 -0.406
H 2.539 -2.575 -0.479
H 2.570 -1.651 0.891
*
```

# 10
This record from the OMol25 dataset describes the ion C8H8NOS with charge +1 at a distorted geometry. The level of theory is the ωB97M-V functional and the def2-TZVPD basis.

Values from the calculation:
LUMO level	-0.138	Ha
DFT total energy	-837.40606	a.u.
strongest force on any atom	5.4	eV Å⁻¹
gap between HOMO and LUMO	8.27	eV
energy relative to the best compared isomer or geometry (same formula, charge and spin)	439.4	kJ/mol
HOMO energy	-12.016	eV

```
! RIJCOSX wB97M-V def2-TZVPD def2/J DEFGRID3
* xyz 1 1
C -1.874 0.137 -0.997
C -1.218 -1.102 -0.712
C -1.275 1.239 1.222
C 0.068 1.155 1.309
C -1.897 1.255 -0.140
C 0.681 1.047 -0.013
C -0.311 -1.945 -0.548
C 1.712 0.199 -0.396
N 2.331 -0.585 0.502
O 0.514 -2.892 -0.203
S -0.407 1.527 -1.278
H -2.590 0.152 -1.868
H -2.186 1.288 1.943
H 0.599 1.165 2.194
H -2.725 2.075 -0.287
H 2.209 0.269 -1.393
H 0.977 -3.327 -0.969
H 2.090 -0.676 1.435
H 3.303 -0.980 0.200
*
```